Here is an isolated molecule of C4H5N3O from OMol25. Energies are from wB97M-V/def2-TZVPD.

Values from the calculation:
relative energy (zero: lowest compared OMol25 entry of this formula, charge and spin) = 3.640 eV
net charge = 0
LUMO energy = 0.12 eV
gap between HOMO and LUMO = 10.0 eV
HOMO energy = -9.9 eV
calculated total energy = -394.833806 Eh

```
13
Properties=species:S:1:pos:R:3:forces:R:3:nbo_charge:R:1
C 2.317 -0.637 0.021 -0.98 1.56 -1.50 -0.662
C 0.813 -0.239 0.004 3.66 0.45 -0.60 0.591
C -1.507 -0.368 -0.019 1.19 0.09 -0.50 0.336
C -1.455 1.134 0.043 -0.90 0.03 1.52 -0.030
H 2.680 -0.040 -0.950 -0.16 -1.73 2.24 0.242
H 2.788 -0.237 0.929 -0.12 0.14 -0.44 0.237
H 2.453 -1.708 0.018 0.02 -0.15 -0.44 0.237
H -3.418 -0.455 -0.147 1.25 -0.77 0.01 0.340
H -2.409 1.718 0.384 1.90 -0.96 -0.98 0.223
N -0.175 -0.967 0.043 -4.00 -1.65 0.62 -0.508
N -2.560 -1.073 -0.126 -0.29 1.02 0.14 -0.575
N -0.366 1.800 0.032 -0.05 0.03 -0.53 -0.074
O 0.839 1.071 -0.231 -1.53 1.95 0.48 -0.356
```
Forces are in eV/Å.